ORCA calculation (the ωB97M-V functional and the def2-TZVPD basis) on F2O4S2 as an isolated structure at a distorted geometry.

Each line ends with the natural charge from an NBO analysis.
Positions of all 8 atoms, in Å:
O (-3.221, -0.098, -0.376)  -0.28
O (-1.432, 0.781, -0.642)  -0.72
O (0.470, -0.730, -0.102)  -0.93
O (2.719, -0.527, -0.042)  -0.81
F (-1.460, -0.747, 1.173)  -0.48
F (2.022, 1.841, -0.387)  -0.51
S (-1.029, -0.631, -0.364)  1.88
S (1.695, 0.342, 0.373)  1.83

Output
energy relative to the best compared isomer or geometry (same formula, charge and spin): 6.945 eV
DFT total energy: -35287.3283 eV
HOMO-LUMO gap (alpha / beta): 8.73 / 8.73 eV

---

ORCA calculation (the ωB97M-V functional and the def2-TZVPD basis) on a 2-piece molecular cluster, C9H9N3O3 overall at a distorted geometry.

Each line ends with the natural charge from an NBO analysis.
Positions of all 24 atoms, in Å:
O (-0.047, -2.093, -2.297)  -0.37
N (-0.201, -2.419, -1.151)  0.51
O (-0.028, -3.570, -0.777)  -0.40
C (-0.868, -1.540, -0.296)  0.06
C (-1.383, -0.312, -0.826)  -0.20
C (-2.176, 0.437, 0.072)  -0.21
C (-2.448, 0.035, 1.383)  -0.22
C (-1.915, -1.220, 1.824)  -0.21
C (-1.104, -2.034, 0.996)  -0.19
H (-1.088, 0.227, -1.787)  0.27
H (-2.684, 1.391, -0.328)  0.23
H (-3.021, 0.576, 2.113)  0.23
H (-2.117, -1.666, 2.800)  0.22
H (-0.575, -2.921, 1.185)  0.26
O (1.166, 1.009, 1.277)  -0.66
C (2.000, 0.275, 0.505)  0.45
C (3.221, 0.781, -0.022)  -0.39
C (3.700, -0.147, -0.876)  -0.01
N (2.800, -1.205, -0.787)  -0.38
N (1.734, -0.904, 0.086)  -0.36
H (0.379, 0.468, 1.386)  0.49
H (3.723, 1.624, 0.427)  0.23
H (4.558, -0.304, -1.480)  0.22
H (2.782, -2.157, -1.274)  0.43

Output
energy relative to the best compared isomer or geometry (same formula, charge and spin): 5.045 eV
DFT total energy: -20087.3204 eV
HOMO-LUMO gap: 8.37 eV

---

ORCA calculation (the ωB97M-V functional and the def2-TZVPD basis) on a 2-piece molecular cluster, C4H3N overall at a distorted geometry.

Each line ends with the natural charge from an NBO analysis.
Positions of all 8 atoms, in Å:
C (1.926, -0.217, -0.032)  0.09
C (-1.026, -0.463, 0.496)  -0.12
C (-1.144, 0.045, -0.715)  -0.13
C (-0.057, 0.574, 0.178)  -0.07
N (2.959, -0.714, -0.011)  -0.48
H (-1.198, -1.162, 1.287)  0.25
H (-1.507, 0.386, -1.643)  0.26
H (0.048, 1.552, 0.440)  0.21

Output
energy relative to the best compared isomer or geometry (same formula, charge and spin): 3.376 eV
DFT total energy: -5681.1321 eV
HOMO-LUMO gap: 10.75 eV

---

ORCA calculation (the ωB97M-V functional and the def2-TZVPD basis) on a 2-piece molecular cluster, C12H17NS overall at a distorted geometry.

Each line ends with the natural charge from an NBO analysis.
Positions of all 31 atoms, in Å:
C (-1.540, -1.371, -4.383)  -0.64
C (-0.398, -0.984, -3.493)  -0.08
C (0.919, -1.292, -3.432)  -0.03
N (1.578, -0.447, -2.538)  -0.54
C (0.676, 0.445, -2.006)  0.14
C (0.833, 1.284, -0.904)  -0.24
C (-0.284, 1.456, -0.121)  -0.22
C (-1.577, 1.172, -0.619)  -0.24
C (-1.744, 0.555, -1.842)  -0.19
C (-0.617, 0.065, -2.510)  -0.09
H (-2.111, -0.453, -4.464)  0.22
H (-2.121, -2.264, -4.181)  0.22
H (-1.263, -1.614, -5.417)  0.22
H (1.448, -1.978, -4.077)  0.21
H (2.482, -0.179, -2.893)  0.40
H (1.840, 1.593, -0.657)  0.21
H (-0.341, 1.940, 0.844)  0.22
H (-2.381, 1.297, 0.087)  0.21
H (-2.772, 0.399, -2.165)  0.21
C (1.501, 1.670, 4.453)  -0.61
C (1.007, 0.547, 3.553)  -0.54
S (-0.603, -0.090, 3.986)  0.17
C (-0.568, -1.750, 3.192)  -0.73
H (2.468, 1.963, 4.052)  0.21
H (1.618, 1.281, 5.469)  0.21
H (0.880, 2.551, 4.557)  0.21
H (1.163, 0.792, 2.493)  0.21
H (1.714, -0.296, 3.638)  0.20
H (0.444, -2.094, 3.003)  0.22
H (-0.933, -2.413, 3.968)  0.22
H (-1.319, -1.785, 2.406)  0.23

Output
energy relative to the best compared isomer or geometry (same formula, charge and spin): 1.813 eV
DFT total energy: -25044.0221 eV
HOMO-LUMO gap: 8.88 eV